Density functional theory data (ωB97M-V with the def2-TZVPD basis set) for the molecule C4H7N3 at a distorted geometry.

Output
E_tot: -320.8248 hartree
ΔE to the lowest compared entry with this formula, charge and spin: 1.5916 eV
HOMO energy: -9.299 eV
Kohn-Sham gap: 10.08 eV
SMILES: [H]/N=C(\C#N)NCC
maximum force: 1.88 eV/A

The geometry in XYZ format:
```
14
Properties=species:S:1:pos:R:3:forces:R:3:nbo_charge:R:1
C 1.287153 1.073401 -0.463108 -0.1168 1.1740 0.1372 -0.63
C 0.075462 1.249028 0.595860 0.4189 -0.9061 -0.6287 -0.25
N -0.105278 -0.154729 0.840062 -1.0984 -0.8755 1.2552 -0.56
C -0.909963 -0.882583 0.039673 -0.3954 0.0205 0.2055 0.33
N -1.910155 -0.359691 -0.558931 0.0749 -0.4328 -0.0159 -0.68
C -0.510006 -2.286536 -0.025575 0.0324 -1.1895 -0.0014 0.21
N -0.168639 -3.390567 -0.070578 -0.3142 1.0390 -0.0039 -0.27
H 1.598324 0.023654 -0.722318 -0.7554 0.7867 0.8411 0.21
H 2.208337 1.552421 -0.157330 0.0983 0.5145 -0.1291 0.22
H 0.920626 1.453743 -1.410964 0.3135 0.4586 -0.1249 0.23
H -0.832944 1.671701 0.135703 0.5521 -0.3873 -0.0858 0.24
H 0.070078 1.690239 1.624773 1.2881 0.2934 -1.1130 0.22
H 0.741850 -0.567023 1.187116 -0.1352 -0.4818 -0.0642 0.39
H -2.464846 -1.073057 -1.014382 0.0371 -0.0136 -0.2721 0.36
```
Forces are in eV/Å.